*P*
DFT (ωB97M-V/def2-TZVPD) results for a molecular structure, C3H7INO.

```
13
C3H7INO (ωB97M-V/def2-TZVPD)
C -0.28767 -0.39415 -0.92762
C 1.00064 -1.85708 0.40347
C 0.59897 0.95425 -0.71879
N -0.04943 1.64483 0.52504
O -0.20939 -1.22750 0.19974
I 2.29759 0.05082 -0.02006
H -1.39046 -0.21880 -1.20684
H 0.17092 -0.81094 -1.72927
H 1.09217 -2.35331 1.43194
H 1.17602 -2.53749 -0.41034
H -0.66007 2.55502 0.30177
H 0.63467 1.90910 1.28323
H -0.65358 1.02076 1.09610
```

## Properties
Charge   +1
Highest occupied orbital energy   -13.1 eV
HOMO-LUMO gap   8.618 eV


*Q*
DFT (ωB97M-V/def2-TZVPD) results for 2 unconnected molecules or ions with the total composition C3H7INO.

```
13
C3H7INO (ωB97M-V/def2-TZVPD)
C 1.06581 -0.84056 0.76923
C 1.61450 0.55761 0.80498
C 0.09148 0.19649 -1.30537
N 0.78868 0.08430 -0.28547
O -1.76292 -0.71174 0.48865
I -3.57597 -0.42313 0.24364
H 1.82729 -1.42763 0.38849
H 0.25348 -1.15594 1.39390
H 1.12636 1.36754 1.26183
H 2.67332 0.83959 0.53368
H -0.07480 1.22431 -1.75974
H -0.62071 -0.53389 -1.71252
H -3.40652 0.82306 -0.82130
```

## Properties
Charge   +1
Highest occupied orbital energy   -12.9 eV
HOMO-LUMO gap   8.538 eV


*R*
DFT (ωB97M-V/def2-TZVPD) results for a gas-phase ion, C3H7INO (charge +1).

```
13
C3H7INO (ωB97M-V/def2-TZVPD)
C 0.02775 0.59702 0.91252
C -2.03147 -0.35021 0.67373
C 1.09131 -0.43894 -0.99855
N 1.18086 0.81364 -0.03347
O -1.16183 0.45770 0.28875
I -3.89977 0.09289 -0.31858
H 0.34070 -0.11080 1.73625
H -1.79840 -1.16236 1.32563
H 1.58749 -0.28827 -2.01836
H 1.55088 -1.32298 -0.51001
H 0.05105 -0.71093 -1.19410
H 1.11326 1.65681 -0.49019
H 1.94817 0.76642 0.62640
```

## Properties
Charge   +1
Highest occupied orbital energy (alpha / beta)   -11.9 / -12.6 eV
HOMO-LUMO gap (alpha / beta)   7.073 / 8.412 eV


*S*
DFT (ωB97M-V/def2-TZVPD) results for a gas-phase ion, C3H7INO (charge +1).

```
13
C3H7INO (ωB97M-V/def2-TZVPD)
I 1.56683 -0.54844 -2.38061
C 0.18461 0.87711 -0.80949
N -0.97441 -0.01002 -0.50670
C -0.33664 -0.84156 0.53466
C 0.64325 0.11351 1.24515
O 0.76237 1.20608 0.32634
H 0.18706 1.87629 -1.39118
H -1.18512 -0.56206 -1.33901
H -1.82745 0.46745 -0.18669
H 0.30593 -1.58134 -0.12277
H -1.09992 -1.32168 1.05036
H 0.20175 0.58173 2.12631
H 1.57175 -0.25708 1.45365
```

## Properties
Charge   +1
Highest occupied orbital energy   -13.7 eV
HOMO-LUMO gap   8.604 eV
SMILES   I[C@H]1[NH2+]CCO1


Least stable = *Q*


*P*
DFT (ωB97M-V/def2-TZVPD) results for a single C6H17N5O2 molecule.

```
30
C6H17N5O2 (ωB97M-V/def2-TZVPD)
N -1.04445 3.02066 1.17838
N -0.25619 2.67568 0.04310
C 0.89207 1.79967 0.50544
N 1.86267 2.62248 1.23069
N 0.42083 0.68164 1.22746
C 1.50260 -0.32273 1.43403
C 1.43210 -1.35419 0.34048
C 0.18101 -2.19370 0.47805
C -0.67806 -2.37421 -0.76095
N 0.06742 -2.94716 -1.87364
C -1.32875 -1.08003 -1.31668
O -1.74433 -0.97002 -2.45458
O -1.38065 -0.07210 -0.50242
H -1.37265 3.95486 0.95664
H -1.88510 2.43640 1.20196
H -0.81323 2.10392 -0.59685
H 1.35815 1.51038 -0.44187
H 2.09428 3.40661 0.65161
H 1.27870 3.02363 1.98104
H 0.01929 1.05070 2.09852
H 2.49460 0.09813 1.31280
H 1.41528 -0.75264 2.43374
H 2.28463 -2.05963 0.36024
H 1.48520 -0.82779 -0.63084
H 0.46686 -3.19128 0.81955
H -0.48137 -1.80720 1.25878
H -1.51332 -3.01883 -0.42642
H 0.21718 -3.94911 -1.71774
H -0.43999 -2.82298 -2.75831
H -0.96637 -0.04015 0.42893
```

## Properties
Charge   0
Highest occupied orbital energy   -9.4 eV
HOMO-LUMO gap   10.086 eV
SMILES   NN[C@@H](N)NCCC[C@H](N)C(=O)O


*Q*
DFT (ωB97M-V/def2-TZVPD) results for 2 unconnected molecules or ions with the total composition C6H17N5O2.

```
30
C6H17N5O2 (ωB97M-V/def2-TZVPD)
C -1.32024 -0.97839 -1.97850
C 0.10069 0.75112 1.57316
C 2.37254 1.08221 0.58265
C -1.57012 -0.68985 -0.64264
C 1.04683 0.29826 0.47317
C 0.51317 0.51262 -0.99458
N -2.38982 0.54873 -0.43186
N -1.77469 -1.92489 0.19213
N 1.33618 -1.16387 0.50974
N -0.07803 1.62371 -1.40286
N 1.24556 -0.09388 -1.91209
O -1.34892 -0.18574 -2.89750
O -1.07737 -2.25525 -2.21151
H -0.92942 0.78365 1.22330
H 0.11471 0.17889 2.60280
H 0.48903 1.76525 1.85884
H 2.57119 0.96452 1.69183
H 3.11861 0.59754 -0.16177
H 2.18556 2.11088 0.27572
H -2.89859 0.33457 0.44755
H -2.95175 0.89072 -1.17460
H -2.72771 -2.22878 0.31638
H -1.55521 -1.77602 1.16999
H 1.70364 -1.33500 1.40329
H 0.42157 -1.56129 0.32654
H -0.47387 2.09526 -0.60230
H -0.78656 1.43197 -2.15615
H -1.00215 -2.65305 -1.32299
H 1.73128 -0.87766 -1.54418
H 1.09815 0.17171 -2.84547
```

## Properties
Charge   0
Highest occupied orbital energy   -7.0 eV
HOMO-LUMO gap   7.626 eV


Least stable = *Q*


*P*
DFT (ωB97M-V/def2-TZVPD) results for a single C3H8N2OS molecule.

```
15
C3H8N2OS (ωB97M-V/def2-TZVPD)
N 1.51179 -1.36839 -0.03964
C 1.09438 -0.05023 -0.33759
O 1.52827 0.58889 -1.26220
C -0.07785 0.50956 0.54784
N 0.01248 1.93845 0.73592
C -1.43454 0.10426 -0.09220
S -1.73301 -1.49954 -0.89529
H 0.88679 -2.02936 -0.47576
H 2.43266 -1.50918 -0.44456
H 0.03074 0.02113 1.52200
H -0.12901 2.36176 -0.17409
H 0.95189 2.17842 1.02207
H -1.51637 0.72594 -0.99072
H -2.21847 0.17466 0.65492
H -1.33975 -2.14638 0.22929
```

## Properties
Charge   0
Highest occupied orbital energy   -9.5 eV
HOMO-LUMO gap   10.279 eV
SMILES   NC(=O)[C@@H](N)CS


*Q*
DFT (ωB97M-V/def2-TZVPD) results for a single C3H8N2OS molecule.

```
15
C3H8N2OS (ωB97M-V/def2-TZVPD)
C 0.31323 1.35470 1.03381
C -0.19419 -0.01626 0.97513
N -0.65881 -0.45506 -0.32770
S -2.12831 0.29907 -0.96700
C 0.11548 -1.17933 -1.11546
N 1.46757 -0.94560 -0.68579
O -0.20304 -1.96676 -2.03327
H -0.65925 1.97039 0.89576
H 1.01674 1.70388 0.23779
H 0.78145 1.89933 1.96094
H -1.11165 -0.09785 1.65140
H 0.48594 -0.96000 1.26006
H -3.15314 -0.62224 -0.84832
H 2.18689 -1.25074 -1.34453
H 1.74109 0.26648 -0.69282
```

## Properties
Charge   0
Highest occupied orbital energy   -9.7 eV
HOMO-LUMO gap   10.294 eV
SMILES   CCN(S)C(N)=O


*R*
DFT (ωB97M-V/def2-TZVPD) results for a single C3H8N2OS molecule.

```
15
C3H8N2OS (ωB97M-V/def2-TZVPD)
N -2.18627 -0.82771 -0.17712
C -1.61195 0.28906 0.82344
C -0.30474 0.73897 0.33921
N -0.77002 1.57612 -0.78436
C 0.69182 -0.34039 -0.05865
O 0.23911 -1.53858 -0.32720
S 2.28153 0.03643 0.13500
H -2.35836 -0.59079 -1.26488
H -3.03562 -1.24559 0.35309
H -2.25292 1.29042 1.07270
H -1.46858 -0.17600 1.79941
H -0.06004 1.35775 1.24732
H -0.20402 2.56893 -0.62413
H -0.25721 0.95662 -1.67997
H -0.73740 -1.80027 -0.33961
```

## Properties
Charge   0
Highest occupied orbital energy   -8.4 eV
HOMO-LUMO gap   8.814 eV
SMILES   NC[C@H](N)C(O)=S


Least stable = *R*


*P*
DFT (ωB97M-V/def2-TZVPD) results for 2 unconnected molecules or ions with the total composition C3H8N2OS.

```
15
C3H8N2OS (ωB97M-V/def2-TZVPD)
N 0.84877 -1.50572 1.14868
C 1.28518 -0.55031 0.72050
C 2.03107 0.36060 -0.08885
N 2.15123 -0.27895 -1.39494
H 3.13565 0.56098 0.36759
H 1.43830 1.25154 -0.09090
H 1.97847 -1.26154 -1.31665
H 1.47414 0.06254 -2.16644
C -2.57470 0.70637 0.94574
S -1.21993 0.73593 -0.29448
O -1.28418 -0.79583 -0.87535
H -3.47106 0.54339 0.27223
H -2.40812 1.77142 1.39098
H -2.47380 -0.13201 1.61836
H -0.91100 -1.46840 -0.23646
```

## Properties
Charge   0
Highest occupied orbital energy   -8.7 eV
HOMO-LUMO gap   9.452 eV
SMILES   N#CCN.CSO


*Q*
DFT (ωB97M-V/def2-TZVPD) results for a single C3H8N2OS molecule.

```
15
C3H8N2OS (ωB97M-V/def2-TZVPD)
N -0.59128 1.13967 -2.24918
C -1.12696 0.73884 -1.06457
O -2.29704 0.46279 -0.91297
N -0.14090 0.57966 -0.05782
C -0.35019 -0.60421 0.76164
C 0.81673 -0.84608 1.71416
S 2.42976 -1.06229 0.84387
H -1.13557 1.59968 -2.95730
H 0.41093 1.21356 -2.29201
H 0.09626 1.39300 0.49635
H -0.45242 -1.47082 0.12257
H -1.25394 -0.54294 1.37673
H 0.67486 -1.80865 2.18721
H 0.92172 -0.02586 2.41902
H 1.99805 -0.76635 -0.38771
```

## Properties
Charge   0
Highest occupied orbital energy   -9.0 eV
HOMO-LUMO gap   9.741 eV
SMILES   NC(=O)NCCS


*R*
DFT (ωB97M-V/def2-TZVPD) results for a molecular structure, C3H8N2OS.

```
15
C3H8N2OS (ωB97M-V/def2-TZVPD)
C -1.76888 0.43146 1.26118
C 0.59078 1.25137 0.66038
C 0.60475 0.17394 -1.19741
H -2.81216 0.78225 2.12378
H -0.74931 0.05134 2.10090
H -1.77952 -0.54510 0.45378
H 1.03743 2.00302 0.13443
H 0.99861 1.19060 1.69186
H 0.31229 1.00001 -1.84604
H 1.41428 -2.77072 -2.29361
H 0.31162 -2.64743 -0.70203
N 0.94651 -0.84246 -1.86611
N 1.39382 -2.03058 -1.30079
O 0.70448 0.03640 0.14216
S -1.20469 1.91590 0.63751
```

## Properties
Charge   0
Highest occupied orbital energy   -8.9 eV
HOMO-LUMO gap   9.327 eV


Least stable = *R*


*P*
DFT (ωB97M-V/def2-TZVPD) results for a single C3H8N2OS molecule.

```
15
C3H8N2OS (ωB97M-V/def2-TZVPD)
N 0.46475 1.63232 -1.03863
C 0.58285 0.22539 -1.25026
O 1.19178 -0.19556 -2.18632
C -0.06067 -0.74508 -0.23243
N 0.97977 -1.71512 0.19029
C -0.62770 -0.07761 1.03005
S -2.36750 0.37627 0.71189
H -0.45316 1.95704 -0.75877
H 1.12958 1.99516 -0.37023
H -0.81554 -1.35364 -0.73636
H 1.20361 -2.31998 -0.57520
H 1.71058 -1.30618 0.74294
H -0.04013 0.77561 1.32359
H -0.56087 -0.81292 1.81914
H -2.33736 1.56431 1.33031
```

## Properties
Charge   0
Highest occupied orbital energy   -9.2 eV
HOMO-LUMO gap   9.788 eV
SMILES   NC(=O)[C@@H](N)CS


*Q*
DFT (ωB97M-V/def2-TZVPD) results for a single C3H8N2OS molecule.

```
15
C3H8N2OS (ωB97M-V/def2-TZVPD)
N -1.75883 1.33702 0.09990
C -1.53219 -0.02598 0.06506
O -2.34820 -0.92032 0.04780
C -0.04014 -0.39957 0.24325
N 0.45990 0.25862 1.48923
C 0.84011 -0.18562 -0.89903
S 2.59473 -0.64727 -0.60336
H -0.93954 1.86179 0.33742
H -2.45258 1.62852 -0.57884
H -0.09143 -1.48515 0.39821
H -0.26724 0.09448 2.17207
H 1.24884 -0.29580 1.80473
H 0.55819 -0.50372 -1.90318
H 0.99596 0.88438 -1.12395
H 2.73242 -1.60138 -1.54933
```

## Properties
Charge   0
Highest occupied orbital energy   -9.4 eV
HOMO-LUMO gap   10.128 eV
SMILES   NC(=O)[C@H](N)CS


Least stable = *P*


*P*
DFT (ωB97M-V/def2-TZVPD) results for a single C11H22N2O3 molecule.

```
38
C11H22N2O3 (ωB97M-V/def2-TZVPD)
C 3.25688 -0.02781 0.33688
C 2.19192 0.87108 1.01870
C 1.91908 2.12723 0.15027
C 1.23428 3.34708 0.72826
C 1.09582 1.75120 -1.16579
N 0.89476 2.86366 -2.18099
C -0.34038 1.13186 -0.77884
O -1.21279 1.89285 -0.43234
N -0.41949 -0.29995 -0.83808
C -1.47964 -0.95033 0.05477
C -1.18081 -1.03648 1.56284
O -0.14296 -1.53322 1.93755
O -2.10212 -0.36613 2.26762
C -1.91961 -2.33333 -0.52621
C -3.45470 -2.54566 -0.58860
C -1.08756 -3.46883 0.07168
H 4.04413 0.68467 0.04822
H 3.62058 -0.78682 0.99957
H 2.85250 -0.59508 -0.58025
H 2.66530 1.22364 1.93116
H 1.31119 0.31669 1.21192
H 2.80056 2.55258 -0.35733
H 1.02078 4.22204 0.07066
H 1.78353 3.74067 1.58786
H 0.24980 3.12665 1.04742
H 1.49938 0.78194 -1.63245
H -0.06636 3.50673 -1.85460
H 0.46043 2.49339 -3.09378
H 0.41735 -0.88680 -1.03224
H -2.26479 -0.33710 -0.13618
H -2.07443 -0.48334 3.27836
H -1.65310 -2.17355 -1.60577
H -4.02020 -2.03220 0.20633
H -3.75096 -1.94132 -1.43878
H -3.64862 -3.64695 -0.85498
H -1.27063 -3.66474 1.15110
H -1.24062 -4.34694 -0.50779
H 0.01152 -3.17742 -0.05615
```

## Properties
Charge   0
Highest occupied orbital energy   -9.0 eV
HOMO-LUMO gap   9.600 eV
SMILES   CC[C@H](C)[C@H](N)C(=O)N[C@H](C(=O)O)C(C)C


*Q*
DFT (ωB97M-V/def2-TZVPD) results for a single C11H22N2O3 molecule.

```
38
C11H22N2O3 (ωB97M-V/def2-TZVPD)
C -1.49786 2.20873 -2.35268
C 0.01410 2.32858 -2.66257
C 0.76418 3.75697 -2.84199
C 0.88015 1.54019 -1.55391
C 0.53430 0.00882 -1.30933
N -0.35905 -0.12698 -0.21880
C -0.10025 0.09101 1.08761
O 0.98324 0.52951 1.51256
C -1.27099 -0.38265 2.00330
N -2.52514 -0.53197 1.30174
C -0.76576 -1.70705 2.63658
C -0.68179 -2.89617 1.75799
C -1.71099 -1.92494 3.90784
C 1.79440 -0.81073 -1.11687
O 1.67827 -2.03057 -0.83354
O 2.95760 -0.22351 -1.24417
H -1.86348 2.81159 -1.52114
H -2.09518 2.57413 -3.18742
H -1.70133 1.09651 -2.26170
H 0.10284 1.78647 -3.62665
H 1.69705 3.70707 -3.32701
H 0.12090 4.43171 -3.49732
H 0.81676 4.35900 -1.94396
H 0.91095 2.32697 -0.85311
H 1.88925 1.50826 -1.81553
H 0.05336 -0.26239 -2.29547
H -1.19121 -0.66244 -0.19912
H -1.28075 0.42132 2.75113
H -2.96802 0.36818 1.20084
H -3.00418 -1.43331 1.46509
H 0.30749 -1.44963 2.86391
H -1.18737 -3.70801 2.24005
H 0.37823 -3.11765 1.54218
H -1.26452 -2.86387 0.75997
H -1.84036 -0.85720 4.33836
H -1.20275 -2.59638 4.63759
H -2.71687 -2.29155 3.60811
H 3.51869 -1.01611 -1.27375
```

## Properties
Charge   0
Highest occupied orbital energy   -8.9 eV
HOMO-LUMO gap   9.645 eV
SMILES   CC(C)C[C@H](NC(=O)[C@@H](N)C(C)C)C(=O)O


Least stable = *P*